1.
Density functional theory data (ωB97M-V/def2-TZVPD) for a structure of composition C37H32IrN4O2S3.

Results
Multiplicity   2
HOMO-LUMO gap (spin up / spin down)   6.9 / 6.0 eV
Highest occupied orbital energy (spin up / spin down)   -0.279 / -0.286 Ha
DFT total energy   -3097.6942 Eh
Energy above the lowest of the compared OMol25 structures with the same formula, charge and spin   0.000 eV

CARTESIAN COORDINATES (ANGSTROEM)
H -2.422754 0.987732 0.209299
C -0.430774 -2.330112 2.312282
H 1.760824 4.467185 -3.560981
H -0.844809 2.405907 3.996185
H 5.160414 1.213779 -2.057803
H 0.309063 3.010426 -4.991537
N -0.287997 -1.067648 1.894631
H 3.797944 2.063875 -2.789799
C -0.217743 3.773626 1.021867
C -2.593003 -0.870444 -0.816493
H -5.646423 0.955436 2.076049
C 0.075136 2.739007 -1.205614
H -4.970658 2.912293 -1.711068
H -1.240129 1.420276 -3.864130
H -0.382299 -4.982017 -2.176788
N -1.266259 -1.293928 -0.779357
C 2.415342 -2.988334 -0.405648
H -6.911740 0.934219 0.842890
H 1.864002 -5.985281 -1.914053
C -3.974063 2.757922 0.841044
H -6.114843 3.600204 -0.550886
H 4.153923 0.409547 -3.267495
C 3.595258 0.503062 -0.017393
C -3.102760 0.305773 -0.269010
H -4.433137 3.666348 1.232784
O -0.899547 4.744899 4.433584
N -0.688162 1.958231 -1.965134
C -5.702245 2.667039 -0.938667
H 5.176464 1.939002 0.232189
H -6.521030 2.439374 1.677894
C -5.288647 -0.341245 -1.020467
H -3.476405 2.259359 1.676307
C -3.447509 -1.785604 -1.426493
C 0.170650 -3.149023 -1.185408
N -0.189003 1.397807 0.825858
H -0.970360 -3.665770 3.884232
H 5.735201 0.279951 0.008805
C -6.095137 1.525273 1.260185
C 4.961263 0.896152 0.471102
H 1.589926 4.270605 -1.097021
C -4.450480 0.585324 -0.368110
C -0.657974 4.981884 3.238796
C -0.593933 2.072310 -3.284067
H -0.175067 -3.098322 1.595120
C -0.093832 2.616698 0.266027
C -0.483052 3.700895 2.375421
C -4.809908 -1.521751 -1.543394
H -6.346701 -0.130938 -1.107658
H -1.498106 -1.786836 5.456304
C -5.043293 1.873699 0.198476
Ir 0.567338 -0.535583 0.057069
C 3.217596 0.587900 -1.347565
H 3.647763 -4.693081 -0.786922
C -1.161408 -1.588340 4.447720
C -0.460951 1.321515 2.148946
C 4.141734 1.095630 -2.420436
H -0.157249 4.764121 0.585834
C -1.123549 -2.498354 -1.271071
C 1.157955 -2.392185 -0.524796
C -1.026645 -0.286316 4.009720
H -1.261724 0.538844 4.663808
S 1.652211 0.189902 -1.854066
C -0.868480 -2.633437 3.583094
C 0.409422 -4.430694 -1.681547
C 0.969582 3.660384 -1.740769
H 5.029952 0.775061 1.550190
H -3.214411 3.058408 0.115751
C 1.067975 3.764130 -3.117256
C 1.661766 -4.992217 -1.536302
C -0.623334 2.442296 2.938713
H -6.515518 2.109895 -1.405678
O -0.461994 6.036588 2.617313
C 0.268066 2.957593 -3.912521
C -0.590556 -0.043043 2.711521
S 2.504306 -0.055619 1.149443
H 3.221637 -2.453574 0.078747
S -2.563913 -3.200500 -1.907630
H -5.475966 -2.227826 -2.021191
C 2.660271 -4.261964 -0.898474

Forces on the atoms, in the same order (eV/Å):
H 0.044 0.044 -0.035
C -0.023 -0.003 0.003
H 0.001 0.006 -0.016
H 0.005 0.005 0.004
H 0.000 -0.012 -0.001
H 0.000 -0.004 -0.003
N 0.113 0.078 -0.063
H -0.007 0.015 0.006
C -0.064 0.108 0.034
C -0.021 0.035 0.034
H 0.001 -0.001 0.005
C 0.087 -0.012 -0.063
H -0.003 0.001 0.006
H 0.032 0.023 0.005
H 0.003 0.000 -0.009
N 0.237 0.042 -0.090
C -0.021 -0.004 0.023
H -0.001 -0.004 0.000
H 0.003 0.002 -0.006
C 0.009 0.010 -0.002
H -0.001 -0.001 0.003
H -0.002 0.004 -0.012
C -0.094 0.023 -0.069
C 0.107 0.021 -0.088
H -0.002 -0.001 -0.002
O -0.191 -0.021 -0.038
N -0.378 0.012 0.095
C 0.005 0.001 -0.003
H 0.001 0.001 -0.003
H -0.002 0.000 -0.003
C 0.003 0.012 0.032
H -0.007 0.000 0.001
C -0.020 -0.010 -0.005
C 0.016 -0.022 -0.015
N 0.186 -0.035 0.044
H 0.002 -0.001 -0.001
H 0.002 0.005 -0.002
C 0.002 0.003 -0.002
C 0.012 -0.013 -0.011
H -0.064 -0.018 0.050
C -0.043 0.015 -0.030
C 0.511 0.009 0.136
C -0.056 0.046 -0.041
H 0.036 0.004 0.005
C -0.040 -0.046 0.100
C -0.191 -0.031 -0.011
C 0.021 0.002 0.007
H 0.000 0.003 0.001
H -0.001 -0.001 0.001
C 0.010 0.012 0.008
Ir -0.369 0.020 0.095
C -0.025 -0.001 0.004
H 0.000 -0.003 0.004
C -0.006 -0.026 0.009
C 0.026 0.012 0.030
C 0.018 -0.017 0.008
H 0.026 -0.066 -0.065
C 0.001 -0.027 -0.050
C 0.009 -0.016 -0.056
C -0.015 0.014 -0.022
H -0.010 -0.001 -0.006
S 0.112 -0.325 -0.017
C -0.023 0.013 -0.001
C -0.020 0.022 0.007
C 0.063 0.033 0.029
H -0.001 0.001 0.003
H 0.010 0.001 0.008
C -0.031 -0.045 -0.062
C 0.011 -0.011 0.004
C 0.021 0.020 -0.041
H -0.002 -0.005 -0.002
O -0.183 -0.020 -0.056
C 0.026 0.025 0.048
C -0.049 -0.021 -0.019
S 0.171 0.099 0.147
H 0.001 0.013 0.015
S 0.017 0.015 0.022
H 0.002 0.002 -0.004
C 0.002 -0.006 -0.007

***

2.
Density functional theory data (ωB97M-V/def2-TZVPD) for a structure of composition C37H32N2OPS2Sn.

Results
HOMO-LUMO gap   5.5 eV
Net charge   +3
Highest occupied orbital energy   -0.601 Ha
DFT total energy   -2964.9445 Eh
Energy above the lowest of the compared OMol25 structures with the same formula, charge and spin   2.331 eV

CARTESIAN COORDINATES (ANGSTROEM)
H 1.752066 1.339471 3.043688
C 4.671800 -3.622233 1.106794
C 2.610016 -2.734977 -4.385156
H 1.261861 4.950632 0.783189
C 3.187696 1.664495 1.474139
H 4.511712 2.300669 -0.094981
C 4.101291 -1.219734 -0.164864
C 2.429775 -2.726394 -3.016639
H 3.888925 -0.288902 -0.682966
H 0.860200 -3.169514 1.946244
H 3.740758 0.757030 1.685708
C -3.543797 5.610562 0.342188
C -4.555277 5.835934 -0.589769
H -1.840143 -6.237689 0.861704
H -4.990762 6.822142 -0.675195
H -0.969625 -4.725983 2.627064
C 3.618505 2.527581 0.472580
H 3.254490 4.374766 -0.562092
C -2.923093 1.066205 3.776637
H -6.085045 0.108288 3.016424
C 0.439247 -3.177916 -0.176187
C -5.074889 0.465362 2.870908
C -1.227002 -5.382699 0.613301
C -0.747692 -4.553295 1.580445
C -0.085612 -4.021591 -1.108974
O -1.298136 1.832561 -0.110129
H -5.298193 0.669843 0.743252
C 1.006555 -0.787431 -3.203374
H 3.237710 -3.485698 -4.844086
C -2.470981 1.398550 2.503387
C -1.787429 -1.701426 0.174001
C -3.453901 3.338619 -0.359364
H -0.771966 -0.061204 -2.475591
S -2.851621 1.687094 -0.224997
N -2.159253 -1.476477 -0.893790
H 0.723152 -0.042685 -5.196759
H 2.137916 -1.756224 -6.238374
S -1.137555 -1.950535 1.712234
C -5.009138 4.812489 -1.407136
Sn 0.733405 1.393888 -0.446671
C 5.677109 -2.690196 0.895385
C 1.789056 4.023940 0.968783
H 2.620380 -4.124138 0.816803
C 1.620964 -1.760434 -2.403863
C 2.912119 3.699396 0.211001
H -1.291508 -5.756440 -1.498429
H 4.897456 -4.563460 1.589050
C -2.987522 4.352107 0.471285
H -4.782455 2.741885 -1.949057
P 1.448799 -1.710042 -0.603373
N 0.185697 0.271561 -2.618229
H 0.125162 -3.875779 -2.161478
H -5.789235 4.997796 -2.131941
C -3.341187 1.251965 1.432171
C -4.448903 3.545853 -1.304932
C 0.047943 -3.361258 1.239810
H 6.182964 -0.776318 0.064884
C 2.060128 1.985913 2.230075
C 3.377440 -3.361103 0.678623
H -4.570459 0.362116 4.951568
C 5.393449 -1.491672 0.250758
C -0.903744 -5.104864 -0.722691
H -3.200856 6.417920 0.974257
H 6.685650 -2.900690 1.223446
H -1.474727 1.797132 2.353133
C -4.636762 0.783112 1.593571
H 0.524307 3.448764 2.607593
H -2.267782 1.185720 4.629774
H -2.214320 4.157461 1.203418
H 0.111203 1.016759 -3.311223
C 3.084847 -2.152971 0.048417
C 1.195511 -0.797445 -4.579314
C -4.219977 0.605526 3.958017
C 1.992530 -1.764616 -5.166863
H 2.941003 -3.461499 -2.405837
C 1.369720 3.174432 1.988612

Forces on the atoms, in the same order (eV/Å):
H 0.015 0.007 -0.015
C 0.006 0.000 0.007
C -0.013 0.015 -0.093
H 0.011 0.014 0.005
C 0.049 0.006 0.083
H 0.016 0.005 -0.006
C -0.040 -0.005 -0.017
C -0.035 0.039 0.083
H 0.016 -0.034 0.003
H 0.057 -0.111 -0.024
H -0.020 0.068 0.032
C 0.061 -0.035 0.037
C -0.022 -0.022 -0.023
H -0.007 0.004 0.003
H -0.003 0.006 -0.001
H 0.003 0.006 0.010
C -0.035 -0.049 -0.010
H 0.006 0.016 0.005
C 0.079 0.039 -0.087
H -0.006 0.003 0.000
C 0.192 0.038 -0.108
C 0.004 0.003 0.002
C 0.007 0.027 0.095
C -0.047 -0.159 -0.076
C 0.044 0.010 -0.076
O 0.230 -0.135 -0.008
H -0.017 0.005 -0.014
C 0.026 0.022 0.099
H 0.019 -0.001 -0.011
C -0.018 0.014 0.097
C -0.219 0.199 0.033
C 0.092 -0.138 -0.035
H 0.064 -0.088 0.007
S -0.239 0.126 0.040
N -0.008 0.072 0.001
H -0.013 0.002 -0.003
H -0.003 -0.012 -0.011
S 0.050 -0.026 -0.010
C 0.012 0.022 -0.020
Sn 0.133 -0.060 -0.111
C -0.008 0.017 0.012
C -0.062 0.025 -0.034
H 0.040 -0.008 -0.022
C -0.057 0.107 -0.009
C 0.031 -0.012 -0.056
H 0.009 -0.011 -0.004
H 0.007 -0.004 0.008
C -0.064 0.054 0.023
H -0.008 -0.016 0.010
P 0.017 0.030 -0.019
N -0.254 -0.074 -0.069
H 0.017 -0.028 0.048
H -0.012 0.005 0.001
C 0.200 -0.044 -0.039
C 0.014 0.031 -0.033
C -0.170 0.239 0.147
H 0.017 0.010 0.010
C -0.024 -0.011 0.118
C 0.026 0.000 -0.030
H -0.004 -0.005 0.009
C 0.003 -0.028 -0.006
C 0.020 0.058 -0.012
H -0.006 0.015 0.000
H 0.011 -0.008 -0.005
H -0.015 -0.063 0.000
C -0.035 -0.076 0.008
H 0.014 -0.006 0.001
H -0.005 0.010 -0.013
H -0.006 0.000 0.021
H -0.033 -0.041 0.045
C -0.081 0.014 -0.031
C 0.017 0.068 0.096
C -0.036 -0.005 -0.048
C 0.042 -0.059 0.006
H -0.009 0.001 0.019
C -0.041 -0.084 -0.032

***

3.
Density functional theory data (ωB97M-V/def2-TZVPD) for a structure of composition C37H32N3O3 in a non-equilibrium geometry.

Results
HOMO-LUMO gap   4.5 eV
Net charge   +1
Highest occupied orbital energy   -0.304 Ha
DFT total energy   -1818.6530 Eh

CARTESIAN COORDINATES (ANGSTROEM)
H -6.358064 -5.171903 -2.084259
O -5.845262 -3.489062 -1.113248
H -5.288950 0.316578 1.239822
H -4.577769 -4.626301 1.036637
C -1.244957 -2.263332 -1.384151
C -0.741168 -4.467995 -2.275170
H 5.971038 2.544181 0.328091
C 5.446859 1.604715 0.108837
H -3.578853 -3.313103 2.830637
H -6.296876 -1.003438 -0.623098
H -2.393510 0.793889 -0.389575
H -2.665798 -3.452716 -2.498648
N 0.270576 -1.206895 0.212371
H 3.606069 -2.484207 6.695983
H -3.148959 1.937218 5.036803
C -4.107845 0.546824 3.615555
C 0.923664 -3.281955 -0.949079
N -2.048496 0.209359 4.353010
C -5.444158 -2.877869 0.035058
C 4.074325 -0.782972 -0.410640
C 4.845209 -1.804545 3.617232
H 7.163339 0.637957 -0.796383
H 3.516176 -1.673672 -0.689225
H 1.515317 -2.507591 5.469831
H -1.063258 -5.350153 -2.826862
C 1.365096 -1.314937 1.328414
H -0.997395 1.441895 5.605887
C -1.761271 -0.087170 -0.500378
O -1.693544 -2.310594 1.780750
C -5.842656 -4.936381 -1.153094
C 6.104909 0.540871 -0.535989
C -1.637702 -3.424381 -2.106440
C -4.730796 -3.546159 1.057803
H -0.545401 -0.270174 5.771495
C -4.151536 -2.789981 2.071084
H -4.813834 -5.325010 -1.179979
H -5.085853 0.919500 3.356301
H 1.248702 -5.206496 -1.902102
H 0.009519 0.671036 4.348306
N -3.591311 -0.622243 3.036623
C 3.595962 -2.278060 5.617450
C -4.296693 -1.402256 2.099860
C -3.171787 1.040068 4.429809
C -1.368841 -1.750999 2.868600
C 2.400110 -2.244593 4.876697
C -5.691414 -1.487483 0.139341
C 4.113052 1.456375 0.490194
C 3.639887 -1.786029 2.908525
H 0.669177 -0.552929 2.258116
C -0.821690 0.512305 5.050999
H 5.922979 -1.463864 -1.331975
C -5.126682 -0.761773 1.178354
C 2.369462 -1.863212 3.511721
C -2.315166 -0.834204 3.508964
C 4.846714 -2.047977 5.001456
H 3.598266 2.298394 0.967391
C 2.209767 0.016307 1.126792
C 3.444544 0.217283 0.352095
H 3.737513 -1.644754 1.843386
C 0.546999 -4.387557 -1.723405
C 0.027038 -2.233261 -0.705961
H 1.941279 -3.213777 -0.569368
H -0.222563 0.724073 0.752575
C -2.122323 -1.180340 -1.261048
H -6.384690 -5.370107 -0.298608
H 5.782847 -2.072060 5.553785
H -3.089714 -1.204571 -1.766013
C 1.103673 -1.594873 2.715506
H 1.948013 -2.134355 0.946676
C -0.526545 -0.113089 0.158441
O 1.684677 1.081663 1.650134
C -0.068216 -1.922333 3.434207
H -0.039566 -2.178748 4.468254
C 5.410637 -0.642598 -0.815327
H 5.764208 -1.633659 3.067518

Forces on the atoms, in the same order (eV/Å):
H 0.104 -0.113 0.169
O -0.256 -0.449 0.405
H 0.078 -0.327 -0.119
H -0.058 0.416 -0.002
C 0.444 -0.426 0.394
C -0.917 0.321 0.074
H -0.275 -0.478 -0.232
C -0.204 -0.333 -0.341
H -0.083 0.251 -0.110
H 0.099 -0.108 0.148
H 0.248 -0.278 -0.131
H 0.651 -0.022 0.054
N -0.328 0.817 0.072
H -0.351 -0.048 -0.574
H -0.101 -0.292 -0.121
C -0.107 -0.773 -0.679
C 0.248 -0.833 -0.370
N -1.153 -0.311 -0.432
C 0.493 0.154 0.315
C 0.318 0.069 0.145
C -0.424 -0.487 0.757
H -0.433 -0.073 0.033
H 0.244 -0.032 0.222
H 0.236 0.364 -0.552
H 0.222 0.173 0.134
C 2.764 -2.151 -6.572
H 0.109 -0.245 -0.144
C 0.511 -0.168 -0.556
O 0.076 1.346 -0.779
C 0.026 0.576 0.001
C -0.192 0.091 0.392
C 0.585 -0.064 -0.037
C -0.248 0.616 -0.401
H -0.157 0.297 -0.298
C -0.452 -0.139 0.030
H -0.252 0.101 0.026
H 0.094 -0.126 0.170
H -0.144 0.414 0.123
H -0.294 -0.177 0.174
N 0.767 0.978 1.251
C 0.723 -0.077 -0.616
C -0.654 -0.764 -0.637
C 1.082 -0.012 0.310
C 1.715 -2.187 0.857
C 0.031 0.358 0.810
C 0.110 -0.784 -0.115
C 0.151 0.099 0.477
C -0.025 0.520 0.081
H 0.437 1.364 4.405
C 0.731 0.154 0.535
H -0.349 0.417 0.151
C 0.273 -0.132 -0.096
C 1.025 0.435 0.098
C -1.166 0.626 0.030
C -0.913 0.216 -0.831
H 0.222 -0.557 -0.044
C -1.901 4.561 1.530
C 0.757 -0.067 -0.679
H -0.042 0.025 0.125
C 0.218 0.820 0.418
C -0.783 -0.501 0.260
H -0.349 -0.274 -0.011
H 0.162 0.192 0.407
C -0.350 0.744 0.430
H 0.148 0.216 -0.255
H -0.274 0.044 0.004
H 0.228 -0.085 0.193
C -0.599 1.623 1.067
H 0.804 -0.430 -1.031
C -0.469 -1.133 0.625
O 1.470 -4.281 -1.548
C -4.419 -0.383 -0.134
H 0.358 0.696 0.503
C -0.229 0.153 -0.063
H -0.011 -0.127 0.106